36
Properties=species:S:1:pos:R:3 method="wB97M-V/def2-TZVPD" smiles="Cc1cccc2sc(NC(=O)CNS(=O)(=O)c3ccc(Br)s3)nc12" homo_lumo_gap_ev=7.48 lumo_ev=-0.64
C -4.3310 1.7665 -1.0273
C -3.0477 1.8495 -1.9288
C -2.8715 2.6583 -3.0063
C -1.5456 2.7491 -3.6070
C -0.3343 1.9720 -3.3328
C -0.6657 0.9923 -2.1245
S 0.3573 -0.1882 -1.5478
C -0.7767 -0.7588 -0.4843
N -0.6176 -1.6044 0.4885
C 0.5014 -2.4461 0.6837
O 1.5976 -2.2034 -0.0929
C 0.8581 -3.0374 1.8320
N 1.9944 -3.3412 2.3029
S 2.7124 -2.0549 3.1912
O 3.9385 -2.3152 3.7724
O 1.6512 -1.6815 4.3379
C 2.5855 -0.5405 2.3522
C 3.4108 -0.2157 1.1792
C 2.9815 0.9666 0.7399
C 1.9428 1.3916 1.0620
Br 0.8124 2.8316 0.5050
S 1.1269 0.3290 2.5330
N -1.8811 -0.1038 -0.5935
C -1.9169 0.9815 -1.2973
H -4.9834 2.1736 -1.6324
H -4.4008 0.7471 -0.6821
H -4.3136 2.2190 -0.2203
H -3.5947 3.3259 -3.1504
H -1.3113 3.3927 -4.4241
H 0.3940 1.7792 -3.8489
H -1.3994 -1.8232 1.2894
H 0.4111 -4.0123 1.6640
H 0.0635 -2.9073 2.6588
H 2.6640 -3.4529 1.4844
H 4.4713 -0.8809 0.9047
H 3.5164 1.4423 0.0195

---

138
Properties=species:S:1:pos:R:3 method="wB97M-V/def2-TZVPD" homo_lumo_gap_ev=6.54 lumo_ev=-0.31
Pb 0.3941 -1.4232 0.2990
C -3.0334 9.5681 -8.6524
O -2.5482 8.2908 -9.0204
C -2.3083 7.3962 -8.0347
C -1.8367 6.1483 -8.4421
C -1.5665 5.1673 -7.5135
C -1.7617 5.4015 -6.1491
C -2.2311 6.6499 -5.7518
C -2.5029 7.6411 -6.6783
C -1.5062 4.3842 -5.1364
N -1.7156 4.5202 -3.8477
C -1.3397 3.3335 -3.2799
C -0.8996 2.4545 -4.2508
N -1.0149 3.1374 -5.4312
C -0.4907 1.1204 -3.9802
C -0.1564 0.1871 -4.9723
C 0.1507 -1.0931 -4.5972
C 0.1685 -1.4047 -3.2333
N -0.0821 -0.5309 -2.2801
C -0.4494 0.7207 -2.6241
C -0.8518 1.6550 -1.5774
N -0.7812 1.2428 -0.2990
C -1.2470 2.0265 0.6520
C -1.8002 3.2878 0.4148
C -1.8333 3.7528 -0.8758
C -1.3509 2.9373 -1.9084
H -3.1556 10.1191 -9.5805
H -2.3215 10.0944 -8.0112
H -3.9995 9.4963 -8.1462
H -1.7007 5.9673 -9.4997
H -1.2027 4.2112 -7.8683
H -2.3795 6.8288 -4.6962
H -2.8772 8.5943 -6.3342
H -0.7553 2.7986 -6.3391
H -0.1640 0.4783 -6.0156
H 0.3851 -1.8590 -5.3225
H 0.4238 -2.3980 -2.9062
H -1.1925 1.6357 1.6623
H -2.1722 3.8766 1.2418
H -2.2324 4.7258 -1.1305
N 2.4187 -1.9772 1.9841
C 3.7770 -2.4708 1.7158
C 4.7803 -1.3285 1.5884
C 4.7514 -0.5678 0.2548
C 3.6631 0.5066 0.1066
N 2.4642 0.0229 -0.5991
H 2.4688 -1.2883 2.7224
H 1.8405 -2.7300 2.3508
H 3.7521 -3.0499 0.7948
H 4.1201 -3.1323 2.5218
H 5.7778 -1.7548 1.7164
H 4.6246 -0.6242 2.4100
H 4.6552 -1.2898 -0.5614
H 5.7194 -0.0758 0.1398
H 4.0933 1.3625 -0.4262
H 3.3517 0.8612 1.0932
H 2.7376 -0.6107 -1.3471
H 1.9566 0.7986 -1.0098
Cl 0.1669 -4.7778 4.4896
C -1.2683 -3.8957 4.0813
C -2.4076 -4.0579 4.8627
C -3.5488 -3.3632 4.5637
Cl -4.9537 -3.5647 5.5745
C -3.5955 -2.4869 3.4642
C -4.7414 -1.7512 3.0902
C -4.6986 -0.9527 1.9829
C -3.4987 -0.8565 1.2624
N -2.4023 -1.4867 1.6079
C -2.4203 -2.3198 2.6709
C -1.1902 -3.0316 2.9756
O -0.1025 -2.9100 2.3046
H -2.3812 -4.7268 5.7114
H -5.6421 -1.8249 3.6839
H -5.5650 -0.3887 1.6652
H -3.4384 -0.2403 0.3742
F 2.4097 -8.6582 -3.3299
C 2.3418 -7.4228 -2.8317
C 1.2289 -6.6330 -3.0476
F 0.2127 -7.1065 -3.7779
C 1.1714 -5.3486 -2.5397
F 0.0817 -4.6238 -2.8450
C 2.2077 -4.7792 -1.7968
S 2.2851 -3.1249 -1.2760
C 3.3166 -5.6165 -1.5940
F 4.3636 -5.1594 -0.9004
C 3.3954 -6.8976 -2.1010
F 4.4918 -7.6353 -1.9028
C -3.9069 -3.5801 -1.9721
C -2.6071 -3.5416 -1.2042
O -1.9256 -2.5299 -1.2324
C -2.2360 -4.7700 -0.4491
C -3.1251 -5.8268 -0.2449
C -2.7244 -6.9475 0.4619
C -1.4324 -7.0360 0.9616
C -0.5312 -6.0052 0.7438
C -0.9398 -4.8846 0.0473
H -4.0364 -2.6451 -2.5118
H -4.7395 -3.7143 -1.2797
H -3.9058 -4.4121 -2.6767
H -4.1375 -5.7776 -0.6233
H -3.4176 -7.7661 0.6041
H -1.1340 -7.9088 1.5276
H 0.4830 -6.0681 1.1159
H -0.2510 -4.0781 -0.1354
C -2.1260 1.6289 6.2365
C -1.0447 2.4984 6.3016
C -0.0341 2.4270 5.3552
C -0.0893 1.4816 4.3370
C -1.1730 0.6089 4.2866
C -2.1896 0.6799 5.2287
As 1.3129 1.2082 2.9877
C 2.6870 0.6791 4.2849
C 2.3696 -0.4049 5.1053
C 3.3063 -0.9362 5.9756
C 4.5822 -0.3912 6.0329
C 4.9127 0.6774 5.2143
C 3.9743 1.2026 4.3358
C 1.8574 3.0581 2.6183
C 2.4439 3.9334 3.5285
C 2.7648 5.2303 3.1564
C 2.4964 5.6773 1.8711
C 1.9296 4.8121 0.9477
C 1.6283 3.5110 1.3194
H -2.9172 1.6968 6.9719
H -0.9837 3.2346 7.0932
H 0.7972 3.1139 5.4215
H -1.2132 -0.1387 3.5022
H -3.0250 -0.0075 5.1724
H 1.3765 -0.8412 5.0492
H 3.0429 -1.7783 6.6019
H 5.3190 -0.8027 6.7102
H 5.9094 1.0987 5.2490
H 4.2529 2.0185 3.6788
H 2.6758 3.6032 4.5328
H 3.2237 5.8934 3.8787
H 2.7325 6.6953 1.5898
H 1.7241 5.1472 -0.0612
H 1.2113 2.8246 0.5922

---

47
Properties=species:S:1:pos:R:3 method="wB97M-V/def2-TZVPD" total_charge=+1 homo_lumo_gap_ev=4.83 lumo_ev=-6.20
C 1.3572 -7.0046 -1.9198
C 1.3742 -5.7894 -1.0118
C 0.8228 -4.5795 -1.7326
C 0.8032 -3.3134 -0.8861
C 0.2453 -2.1950 -1.7638
C 0.0634 -0.7728 -1.1599
Si -0.7065 -0.0475 -2.7119
H -0.4779 4.3361 -0.2930
H 1.7547 -7.8836 -1.4075
H 0.3354 -7.2269 -2.2433
H 1.9626 -6.8237 -2.8135
H 0.7742 -5.9681 -0.1159
H 2.3929 -5.5665 -0.6842
H 1.4239 -4.4026 -2.6345
H -0.1959 -4.8058 -2.0751
H 0.1775 -3.4716 0.0051
H 1.8242 -3.0776 -0.5535
H 0.9125 -2.1463 -2.6311
H -0.7191 -2.5615 -2.1303
H -0.6042 -0.7544 -0.2801
H 1.0192 -0.2885 -0.8894
H 0.3014 0.3086 -3.8099
H -2.2265 -0.2221 -2.8698
C -0.5115 4.0040 0.7336
C -1.8572 3.3772 1.0151
C -2.9464 4.2310 0.7808
C -4.2158 3.9280 1.2877
C -4.3983 2.7451 2.0233
C -3.3394 1.8322 2.1327
C -2.1014 2.1077 1.5551
C 0.8059 3.3445 1.0703
C 1.9377 3.9406 0.5068
C 3.2171 3.6439 0.9896
C 3.3566 2.6800 2.0052
C 2.2397 2.0131 2.5036
C 0.9609 2.3590 2.0522
H -0.5033 4.9648 1.2900
H -2.7465 5.1547 0.2299
H -5.0412 4.6297 1.1376
H -5.3460 2.5593 2.5244
H -3.4667 0.9070 2.6963
H -1.3233 1.3471 1.5708
H 1.7920 4.7055 -0.2617
H 4.0845 4.1682 0.5714
H 4.3499 2.4649 2.4015
H 2.3363 1.2341 3.2621
H 0.1020 1.9154 2.5335

---

14
Properties=species:S:1:pos:R:3 method="wB97M-V/def2-TZVPD" homo_lumo_gap_ev=7.67 lumo_ev=0.17
C 1.5147 1.2921 -0.0036
C 1.1395 -0.1941 -0.0116
C 2.1285 -1.1914 -0.0078
C -0.2180 -0.5243 0.0193
H 1.0507 1.8562 -0.8205
H 2.5914 1.3668 -0.0989
H 1.1764 1.7633 0.9405
H -1.0383 1.3255 0.0158
H 1.5906 -2.1606 0.0302
H -0.5364 -1.5748 0.0064
H -2.7613 -0.5902 -0.8471
H -2.8087 -0.5676 0.8059
N -1.2233 0.3361 0.0126
N -2.5842 -0.0093 -0.0140

---

68
Properties=species:S:1:pos:R:3 method="wB97M-V/def2-TZVPD" homo_lumo_gap_ev="4.35 / 4.35" lumo_ev="-2.99 / -2.99"
Pt -0.0622 0.4341 -0.2877
C 0.1070 -3.0871 2.6345
C 0.1710 -1.7143 3.2239
N 0.5284 -1.5686 4.4737
C 0.6093 -0.3323 5.0057
C 0.3327 0.8131 4.3133
C 0.5025 2.1392 4.9986
O -0.7178 2.8905 4.9438
C -0.0543 0.6918 2.9522
C -0.3961 1.8755 2.2208
N -0.6160 1.9723 0.9480
C -1.1121 3.2072 0.4373
C -1.9324 4.0323 1.2046
C -2.3767 5.2448 0.7046
C -2.0250 5.6483 -0.5752
C -1.2420 4.8197 -1.3639
C -0.8090 3.6052 -0.8597
I 0.3736 2.3558 -2.0387
C -0.1353 -0.5923 2.3917
O -0.5265 -0.8570 1.1698
H 0.2171 -3.8228 3.4271
H 0.9126 -3.2142 1.9081
H -0.8254 -3.2467 2.0929
H 0.9181 -0.2831 6.0433
H 1.3126 2.7074 4.5274
H 0.7864 1.9540 6.0357
H -0.7059 3.5418 5.6506
H -0.5060 2.7786 2.8119
H -2.2458 3.7110 2.1895
H -3.0138 5.8692 1.3159
H -2.3732 6.5935 -0.9684
H -0.9770 5.1150 -2.3705
O 6.4450 -1.0460 0.2558
C 5.3567 -0.6361 -0.0292
C 4.8738 -0.2341 -1.4241
O 5.4947 -0.3251 -2.4464
C 3.4710 0.3246 -1.2785
C 3.0698 0.1788 0.1349
O 1.9802 0.4758 0.6742
C 4.1883 -0.4104 0.9243
O 4.1723 -0.6532 2.1065
O 2.8285 0.8151 -2.1925
O 0.4921 -1.1571 -1.3259
C -0.5111 -1.7158 -2.1437
C -0.9954 -3.0247 -1.5346
C -0.2182 -3.9118 -0.8571
C -0.9269 -5.0804 -0.4681
C -2.2287 -5.0543 -0.8646
S -2.6030 -3.6108 -1.7017
C 0.0813 -1.9630 -3.5194
C 0.8629 -1.1046 -4.2345
C 1.2526 -1.6322 -5.4937
C 0.7575 -2.8832 -5.7034
S -0.1677 -3.4306 -4.3776
C -1.6668 -0.7270 -2.2198
C -2.4160 -0.2808 -1.1467
C -3.3412 0.7386 -1.5169
C -3.2904 1.0171 -2.8464
S -2.1214 0.0654 -3.6616
H 0.8243 -3.7206 -0.6505
H -0.4890 -5.8988 0.0849
H -2.9897 -5.7996 -0.7006
H 1.2050 -0.1551 -3.8497
H 1.8861 -1.1117 -6.1967
H 0.9032 -3.5181 -6.5621
H -2.3848 -0.7526 -0.1730
H -4.0233 1.2148 -0.8274
H -3.8906 1.7252 -3.3951

---

9
Properties=species:S:1:pos:R:3 method="wB97M-V/def2-TZVPD" multiplicity=6 total_charge=+1 s2=8.763 homo_lumo_gap_ev="6.61 / 8.48" lumo_ev="-4.91 / -8.08"
C -0.8016 0.1750 -0.4854
C 0.8723 -0.8456 1.1981
O -0.3238 -0.9891 -0.3958
O -0.3226 0.9948 0.4767
C 0.2930 0.3575 1.5706
H 0.7912 -1.7567 1.7929
F 2.1006 -0.7909 0.5554
H -0.3330 0.3603 2.4648
Rh -1.7386 1.0907 -2.1402

---

76
Properties=species:S:1:pos:R:3 method="wB97M-V/def2-TZVPD" total_charge=+3 homo_lumo_gap_ev="4.10 / 4.13" lumo_ev="-10.91 / -10.89"
Ta -0.8021 -0.7764 0.9124
Cl 3.8679 -0.2997 -4.2007
C 2.2686 -0.7475 -3.8317
C 2.0043 -0.8551 -2.4456
C 0.7628 -1.2872 -1.9537
N 0.6258 -1.5118 -0.5464
C 1.7069 -2.2391 0.0316
O 2.2637 -3.2143 -0.4296
C 1.8949 -1.7268 1.4292
C 3.0777 -2.1586 2.0774
C 3.4064 -1.6635 3.3490
C 2.5633 -0.6355 3.8703
C 1.4419 -0.2438 3.1662
N 1.1692 -0.6973 1.9365
C -0.3299 -1.4728 -2.9065
C 0.0594 -1.4161 -4.2912
C 1.2727 -0.9602 -4.7754
Cl 1.5191 -0.5464 -6.4023
N -1.6194 -1.8099 -2.6047
C -2.0980 -1.4765 -1.4171
O -1.9293 -0.3944 -0.7147
C -2.7563 -2.6085 -0.7183
C -3.2488 -3.7708 -1.4039
C -3.5530 -4.8797 -0.6335
C -3.2555 -4.8394 0.7282
C -2.7670 -3.6803 1.3385
N -2.4728 -2.5705 0.6311
H 2.8602 -0.7420 -1.7673
H 3.6486 -2.9582 1.5970
H 4.3381 -1.9453 3.8456
H 2.8679 -0.0069 4.6821
H 0.7072 0.4147 3.5788
H -0.7537 -1.5632 -4.9978
H -3.2881 -3.5879 -2.4788
H -3.8348 -5.8608 -1.0238
H -3.5212 -5.7177 1.2662
H -2.4730 -3.7226 2.3987
C -0.1078 -2.1417 4.9146
Se -1.3823 -1.7891 3.3475
C -2.5012 -0.4320 4.5164
C -3.3326 0.4172 3.5614
Se -2.1245 1.1824 2.1733
C -3.6067 1.8334 0.9540
H 0.7828 -2.6791 4.6216
H -0.7029 -2.7215 5.6108
H 0.2220 -1.1843 5.3570
H -1.8084 0.1226 5.2054
H -3.1222 -1.1275 5.0829
H -3.8228 1.2071 4.1107
H -4.1467 -0.1969 3.1153
H -4.4573 2.0467 1.5198
H -3.8587 0.9992 0.2921
H -3.3140 2.6716 0.3805
Te 0.2035 2.0567 0.1216
C -0.4604 3.0538 -1.7347
C -0.1678 4.4285 -1.9360
C -0.5381 5.0116 -3.1441
C -1.1410 4.2503 -4.1513
C -1.3444 2.8454 -3.9786
C -1.0535 2.3176 -2.7498
C 2.2281 2.4398 -0.2684
C 2.7610 2.0964 -1.4986
C 4.0429 2.4786 -1.8919
C 4.7749 3.3384 -1.0510
C 4.2570 3.6462 0.2421
C 3.0269 3.1667 0.6445
H 0.3692 5.0376 -1.1762
H -0.2443 6.0552 -3.2907
H -1.3313 4.7565 -5.0588
H -1.7568 2.3232 -4.8394
H -1.4898 1.3799 -2.4386
H 2.0794 1.5707 -2.1710
H 4.3674 2.3453 -2.8990
H 5.6389 3.8222 -1.3794
H 4.8712 4.1779 0.9416
H 2.5667 3.3656 1.6484

---

18
Properties=species:S:1:pos:R:3 method="wB97M-V/def2-TZVPD" smiles="N/C=C/CCCO" homo_lumo_gap_ev=9.00 lumo_ev=1.08
N 1.0525 2.0740 2.4039
C 0.8591 1.8571 1.0379
C 0.6112 0.6607 0.5062
C 0.0945 0.4608 -0.8878
C -1.0997 -0.4903 -0.9926
C -0.8223 -1.8987 -0.5126
O -0.0306 -2.6578 -1.4549
H 1.2171 1.2198 2.9208
H 1.6707 2.8253 2.6672
H 0.8922 2.7770 0.4686
H 0.6581 -0.1758 1.1920
H -0.0472 1.4053 -1.4177
H 0.8826 -0.0075 -1.4887
H -1.4167 -0.5332 -2.0293
H -1.9092 -0.1022 -0.3706
H -0.2219 -1.9591 0.3892
H -1.7583 -2.4253 -0.3265
H -0.6321 -3.0301 -2.1052

---

82
Properties=species:S:1:pos:R:3 method="wB97M-V/def2-TZVPD" smiles="NC(N)=O.NC(N)=O.CC(C)O.CC(C)O.CC(C)O.CC(C)O.CO.CO.CO" homo_lumo_gap_ev=8.83 lumo_ev=0.09
N -19.9352 -15.1158 -13.0950
C -20.5456 -13.9520 -13.0843
N -19.8283 -13.0600 -12.4077
O -21.7628 -13.6912 -13.8120
H -20.5341 -15.8075 -13.5184
H -19.4413 -15.4281 -12.2658
H -20.3499 -12.1157 -12.2217
H -19.1544 -13.3211 -11.6632
N -18.1769 -10.7907 -16.0168
C -18.3436 -11.8669 -15.3719
N -18.7142 -11.6353 -14.1559
O -18.4489 -13.1159 -15.9816
H -17.7881 -10.8859 -16.9928
H -18.0591 -9.8015 -15.6573
H -19.1691 -12.3841 -13.5482
H -18.3832 -10.8515 -13.5604
C -15.0309 -15.8602 -18.0636
C -13.5533 -16.1354 -18.0128
C -13.1017 -16.7796 -19.3398
O -12.8767 -15.1011 -17.9409
H -15.3083 -15.2562 -18.8923
H -15.2954 -15.3598 -17.1548
H -15.6632 -16.6978 -18.2018
H -13.3423 -16.6398 -17.0921
H -11.9781 -16.9093 -19.2151
H -13.4295 -16.0474 -20.0760
H -13.4900 -17.8013 -19.4538
H -12.7239 -14.8426 -16.9890
C -17.8762 -17.0429 -15.6267
C -17.2177 -16.2983 -14.4562
C -15.6670 -16.5223 -14.5405
O -17.3630 -15.0718 -14.3640
H -18.9293 -16.9855 -15.3581
H -17.6183 -18.1051 -15.7381
H -17.8614 -16.5836 -16.6482
H -17.5074 -16.8036 -13.5531
H -15.2324 -16.7948 -13.6272
H -15.1576 -15.7106 -14.9643
H -15.4255 -17.4268 -15.1608
H -18.3497 -15.0313 -14.3392
C -13.4493 -19.1696 -14.4535
C -13.5068 -20.2535 -15.5178
C -14.1093 -19.7922 -16.7993
O -12.4654 -20.8396 -15.7343
H -14.3944 -18.9143 -14.1462
H -12.9888 -18.2870 -14.9203
H -12.7924 -19.4249 -13.5880
H -14.2395 -20.9195 -15.0507
H -14.2516 -20.5842 -17.5047
H -13.4974 -19.0232 -17.2198
H -15.1005 -19.4121 -16.6263
H -11.7360 -20.1859 -15.7737
C -17.6711 -19.5284 -10.1682
C -16.5030 -18.6052 -10.4562
C -15.8941 -18.8792 -11.8444
O -16.6567 -17.3114 -10.4012
H -18.3215 -19.7518 -10.8781
H -18.3672 -19.0163 -9.4333
H -17.4659 -20.3964 -9.5629
H -15.7434 -18.8400 -9.7366
H -15.7162 -19.9224 -11.9450
H -14.9710 -18.3176 -11.9567
H -16.5705 -18.6798 -12.6455
H -15.7728 -16.9048 -10.4571
C -16.3032 -14.5171 -11.1009
O -17.0795 -13.5626 -11.7510
H -15.2971 -14.1595 -10.7849
H -16.1672 -15.3668 -11.8318
H -16.8673 -14.9126 -10.2440
H -16.7760 -13.4958 -12.6643
C -12.3189 -15.0337 -14.8074
O -12.7216 -14.0307 -15.6554
H -11.7562 -15.7784 -15.4161
H -13.0749 -15.5267 -14.2504
H -11.6799 -14.5752 -14.0814
H -13.6543 -13.8538 -15.5361
C -14.7217 -13.1155 -13.6841
O -15.5447 -13.1704 -14.8623
H -13.7060 -12.6843 -13.7727
H -14.6070 -14.0591 -13.1954
H -15.2712 -12.5273 -12.9667
H -16.0834 -13.9545 -14.7206

---

11
Properties=species:S:1:pos:R:3 method="wB97M-V/def2-TZVPD" homo_lumo_gap_ev="7.80 / 7.79" lumo_ev="-1.52 / -1.53"
C -1.0429 -0.7202 0.9585
C -0.4763 0.6221 0.5870
C 0.8350 -0.1481 0.8837
N 0.2877 -1.2550 1.1597
O 2.1503 0.2934 -3.0257
F -0.6556 1.1657 -0.5631
S 0.9096 0.4137 -3.8128
H -1.8113 -0.6141 1.6740
H -1.4290 -1.2722 0.1141
H -0.6418 1.2581 1.3968
H 1.8743 0.2567 0.6277

---

For the records above, the corresponding ΔE to the lowest compared entry with this formula, charge and spin values read 1260.7; 0.0; 220.7; 426.6; 68.5; 41.7; 140.5; 153.4; 869.3; 435.5 kJ/mol.